(1)
This record from the OMol25 dataset describes a single C4H8O2 molecule. The level of theory is wB97M-V/def2-TZVPD.

## Properties
Electronic energy = -307.6623 Eh
Energy above the lowest of the compared OMol25 structures with the same formula, charge and spin = 31.4 kcal per mole
Frontier orbital gap = 10.40 eV
2S+1 = 1
LUMO energy = 0.9 eV
HOMO = -9.51 eV
SMILES string = COCC(C)=O

XYZ file:
```
14
Properties=species:S:1:pos:R:3:forces:R:3
C -1.761 0.043 -0.596 -0.1757 0.0521 -0.2619
O -1.200 -0.008 0.697 -0.0319 -0.0194 0.0336
C -0.120 -0.905 0.756 0.0687 -0.1820 0.0530
C 1.119 -0.429 -0.009 0.2276 -0.1956 -0.1109
C 1.457 1.043 0.068 -0.0875 0.0109 -0.0469
O 1.818 -1.228 -0.594 -0.2594 0.2965 0.2030
H -2.599 0.743 -0.563 0.1561 -0.1121 -0.0054
H -1.030 0.392 -1.341 -0.0971 -0.0136 0.0778
H -2.128 -0.944 -0.918 0.0716 0.1421 0.1106
H 0.144 -1.005 1.816 0.0450 0.0222 -0.1478
H -0.393 -1.901 0.375 0.0569 0.1588 0.0312
H 2.223 1.169 0.834 0.0103 -0.0164 0.0575
H 0.589 1.640 0.350 0.0732 -0.0326 -0.0387
H 1.881 1.392 -0.875 -0.0579 -0.1109 0.0451
```
Positions in Å, forces in eV/Å.

Löwdin population analysis, charges in e, atoms 1 to 2:
1 C -0.10
2 O -0.19


(2)
This record from the OMol25 dataset describes a single C4H8O2 molecule. The level of theory is wB97M-V/def2-TZVPD.

## Properties
Electronic energy = -307.6908 Eh
Energy above the lowest of the compared OMol25 structures with the same formula, charge and spin = 13.5 kcal per mole
Frontier orbital gap = 11.71 eV
2S+1 = 1
LUMO energy = 1.0 eV
HOMO = -10.72 eV
SMILES string = CCCOC=O

XYZ file:
```
14
Properties=species:S:1:pos:R:3:forces:R:3
C 1.643 -0.674 1.071 0.0609 0.0119 0.0202
C 0.141 -0.776 0.810 -0.0377 -0.0317 -0.0196
C -0.368 0.442 0.059 0.2225 0.0500 0.0839
O -1.641 0.114 -0.527 -0.0670 0.0560 -0.0897
C -2.046 0.924 -1.507 0.0933 0.2876 -0.1482
O -1.466 1.904 -1.897 -0.2493 -0.4016 0.1678
H 1.890 0.199 1.685 -0.0482 -0.1165 -0.0766
H 2.014 -1.564 1.589 -0.0597 0.1382 -0.0489
H 2.192 -0.583 0.127 -0.0708 -0.0165 0.1506
H -0.408 -0.895 1.752 0.0621 0.0113 -0.1451
H -0.071 -1.665 0.205 0.0451 0.1171 0.0569
H -0.499 1.309 0.716 0.0436 -0.1067 -0.0934
H 0.319 0.733 -0.742 -0.0737 -0.0700 0.0954
H -2.997 0.553 -1.917 0.0790 0.0709 0.0466
```
Positions in Å, forces in eV/Å.

Löwdin population analysis, charges in e, atoms 1 to 2:
1 C -0.11
2 C -0.23


(3)
This record from the OMol25 dataset describes a single C4H8O2 molecule. The level of theory is wB97M-V/def2-TZVPD.

## Properties
Electronic energy = -307.6785 Eh
Energy above the lowest of the compared OMol25 structures with the same formula, charge and spin = 21.3 kcal per mole
Frontier orbital gap = 10.25 eV
2S+1 = 1
LUMO energy = 0.7 eV
HOMO = -9.55 eV
SMILES string = CC(=O)[C@@H](C)O

XYZ file:
```
14
Properties=species:S:1:pos:R:3:forces:R:3
C -1.918 0.295 0.499 -0.0638 0.0750 0.0096
C -0.729 -0.449 -0.073 -0.1585 -0.2365 -0.0740
O -0.909 -1.341 -0.874 -0.0640 0.2184 0.2440
C 0.709 -0.113 0.357 0.0054 -0.3835 -0.0535
C 1.634 -0.420 -0.820 0.0761 0.0885 -0.0077
O 0.851 1.162 0.951 -0.0547 0.1189 -0.1905
H -2.579 -0.445 0.959 0.0901 0.0685 0.0094
H -2.479 0.719 -0.340 0.0793 0.0064 0.0866
H -1.680 1.078 1.219 0.0877 -0.1624 -0.0969
H 0.958 -0.799 1.176 -0.1411 -0.0611 -0.1009
H 1.415 -1.431 -1.172 0.1141 0.1651 0.0749
H 2.685 -0.353 -0.539 -0.0887 0.0778 0.0572
H 1.441 0.254 -1.661 0.0332 0.0191 0.1156
H 0.602 1.844 0.319 0.0848 0.0056 -0.0739
```
Positions in Å, forces in eV/Å.

Löwdin population analysis, charges in e, atoms 1 to 2:
1 C 0.00
2 C -0.39


(4)
This record from the OMol25 dataset describes a single C4H8O2 molecule at a distorted geometry. The level of theory is wB97M-V/def2-TZVPD.

## Properties
Electronic energy = -307.6251 Eh
Energy above the lowest of the compared OMol25 structures with the same formula, charge and spin = 54.8 kcal per mole
Frontier orbital gap = 10.75 eV
2S+1 = 1
LUMO energy = 0.9 eV
HOMO = -9.81 eV
SMILES string = C[C@H]1OC[C@@H]1O

XYZ file:
```
14
Properties=species:S:1:pos:R:3:forces:R:3
C 0.293 -1.018 -1.534 0.4773 -0.1201 -2.0977
C -0.163 -0.555 -0.213 -0.1582 -0.6435 1.1791
O 0.716 -0.924 0.907 -0.5142 0.3454 -0.5178
C 0.440 0.366 1.529 1.2354 -1.2008 2.6804
C -0.069 0.881 0.229 0.9553 2.6942 -1.4412
O -1.115 1.855 0.224 -0.5427 -1.8998 0.1903
H 1.424 -0.885 -1.604 -1.5111 -0.0513 -0.2342
H -0.282 -0.358 -2.293 1.1881 -1.1133 0.8550
H 0.035 -2.110 -1.757 0.3736 1.5358 0.4420
H -1.164 -0.905 -0.054 -0.8881 -0.5366 0.4417
H 1.373 0.762 2.051 -1.1407 -0.1647 -0.9616
H -0.311 0.187 2.371 0.4376 0.5911 -1.2046
H 0.707 1.354 -0.419 -0.1307 -0.2101 0.8406
H -1.884 1.350 0.561 0.2184 0.7736 -0.1721
```
Positions in Å, forces in eV/Å.

Löwdin population analysis, charges in e, atoms 1 to 2:
1 C -0.05
2 C -0.38


(5)
This record from the OMol25 dataset describes a single C4H8O2 molecule. The level of theory is wB97M-V/def2-TZVPD.

## Properties
Electronic energy = -307.6480 Eh
Energy above the lowest of the compared OMol25 structures with the same formula, charge and spin = 40.5 kcal per mole
Frontier orbital gap = 10.60 eV
2S+1 = 1
LUMO energy = 0.8 eV
HOMO = -9.79 eV
SMILES string = OCC1(O)CC1

XYZ file:
```
14
Properties=species:S:1:pos:R:3:forces:R:3
O -0.086 1.410 -1.706 0.1373 0.2145 0.1144
C 0.255 0.090 -1.308 0.0861 -0.2790 0.0732
C -0.338 -0.235 0.038 0.3019 -0.0423 -0.0155
O -1.734 -0.305 0.014 -0.1420 0.1630 -0.0906
C 0.285 0.297 1.304 0.0139 0.1795 0.1033
C 0.332 -1.177 0.977 0.0338 -0.2058 -0.0239
H 0.393 2.010 -1.119 -0.1635 0.0039 -0.1199
H 1.344 -0.064 -1.309 -0.1600 0.0445 0.0444
H -0.191 -0.566 -2.060 0.0994 0.0031 0.0915
H -2.033 0.511 -0.414 -0.0422 -0.1284 0.0967
H -0.424 0.606 2.065 0.1316 -0.0389 -0.0844
H 1.214 0.864 1.282 -0.1636 -0.1074 -0.0991
H 1.292 -1.598 0.690 -0.1926 0.0639 0.0042
H -0.309 -1.845 1.545 0.0601 0.1294 -0.0943
```
Positions in Å, forces in eV/Å.

Löwdin population analysis, charges in e, atoms 1 to 2:
1 O -0.05
2 C -0.19


(6)
This record from the OMol25 dataset describes a molecular structure, C4H8O2. The level of theory is wB97M-V/def2-TZVPD.

## Properties
Electronic energy = -307.5254 Eh
Energy above the lowest of the compared OMol25 structures with the same formula, charge and spin = 117.4 kcal per mole
Frontier orbital gap = 9.09 eV
2S+1 = 1
LUMO energy = 1.0 eV
HOMO = -8.07 eV

XYZ file:
```
14
Properties=species:S:1:pos:R:3:forces:R:3
C 1.304 0.544 0.132 0.3946 -0.1640 -0.1474
C 1.075 0.012 -1.158 0.1682 0.0905 0.1170
O -0.709 0.530 -1.060 -0.0026 0.2090 0.0858
C -1.266 -0.385 -0.109 -0.0376 -0.1421 0.0449
C -0.557 -0.253 1.252 -0.3224 -0.0171 0.0072
O 0.852 -0.314 1.167 0.0164 0.0301 0.0233
H 2.200 1.108 0.373 -0.1406 -0.0559 -0.0637
H 0.049 1.162 -0.361 -0.2703 -0.1190 -0.2341
H 1.446 0.561 -2.020 -0.0564 -0.0609 0.1512
H 0.856 -1.042 -1.333 -0.0251 0.1627 0.0524
H -1.175 -1.402 -0.511 -0.0129 0.1100 0.0820
H -2.335 -0.169 0.012 0.1598 -0.0393 0.0286
H -0.882 -1.060 1.916 0.0437 0.1042 -0.0924
H -0.857 0.709 1.700 0.0853 -0.1082 -0.0548
```
Positions in Å, forces in eV/Å.

Löwdin population analysis, charges in e, atoms 1 to 2:
1 C -0.26
2 C 0.03


Look up the 2S+1 of the fifth one. 1


Which formula does entry 3 have? C4H8O2


Among the records above, which one has the lowest HOMO? number 2


Among the records above, which one has the highest electronic energy? number 6